# 1
The ion C10H16P with charge +1 in a non-equilibrium geometry. Source: the OMol25 dataset; level of theory: ωB97M-V with the def2-TZVPD basis set.

The net charge is +1. The HOMO energy (alpha / beta) is -12.22 / -12.22 eV. Its energy above the lowest of the compared OMol25 structures with the same formula, charge and spin is 204.4 kJ/mol. The multiplicity is 1. For the total energy, the calculation gives -19908.8831 eV.

The geometry in XYZ format:
```
27
C10H16P ωB97M-V with the def2-TZVPD basis set
C 0.290 2.234 -0.133
C 1.585 1.777 -0.074
C -0.675 1.185 -0.072
C -0.064 -0.308 -0.138
C -2.176 1.287 -0.080
C -0.820 -1.509 -0.221
C -2.666 0.136 0.734
C -2.305 -1.172 -0.126
C 2.315 -0.824 -1.468
C 2.636 -0.487 1.434
P 1.653 0.024 0.074
H 0.255 3.339 -0.342
H 2.262 2.606 0.136
H -2.532 2.277 0.384
H -2.553 1.501 -1.117
H -0.739 -2.008 -1.266
H -0.597 -2.150 0.619
H -2.148 -0.077 1.719
H -3.773 0.129 0.806
H -2.724 -0.952 -1.141
H -2.720 -2.026 0.485
H 3.357 -0.748 -1.516
H 1.792 -0.437 -2.307
H 1.862 -1.846 -1.203
H 2.483 -1.614 1.334
H 2.347 -0.138 2.403
H 3.655 -0.194 1.075
```

Just the Löwdin charges please, in e? Sure, here they are:
1 C -0.078
2 C -0.168
3 C -0.113
4 C -0.241
5 C -0.193
6 C -0.244
7 C -0.187
8 C -0.181
9 C -0.105
10 C -0.159
11 P 0.888
12 H 0.150
13 H 0.098
14 H 0.147
15 H 0.150
16 H 0.163
17 H 0.117
18 H 0.141
19 H 0.124
20 H 0.128
21 H 0.130
22 H 0.035
23 H 0.055
24 H 0.088
25 H 0.096
26 H 0.066
27 H 0.092



# 2
A structure of composition C10H17BCl2F4O2Tc in a non-equilibrium geometry. Source: the OMol25 dataset; level of theory: ωB97M-V with the def2-TZVPD basis set.

The net charge is -2. The HOMO energy (alpha / beta) is -1.11 / -1.13 eV. The multiplicity is 4. As for the expectation value of S²: 3.78. For the total energy, the calculation gives -53535.7229 eV.

The geometry in XYZ format:
```
37
C10H17BCl2F4O2Tc ωB97M-V with the def2-TZVPD basis set
C -0.456 -0.085 -1.705
C -0.913 1.112 -1.119
C -1.416 0.869 0.164
C -0.950 2.436 -1.767
C -1.378 -0.530 0.407
C -1.010 -1.233 -0.837
C -1.393 -2.575 -1.334
C -0.278 -0.251 -3.182
C -2.035 1.877 1.052
C -1.970 -1.222 1.576
Tc 0.800 -1.201 -0.324
Cl 1.838 3.633 0.422
Cl 2.487 -0.308 -1.798
O 1.148 -0.473 1.413
H -0.159 2.505 -2.518
H -0.747 3.226 -1.047
H -1.917 2.630 -2.255
H -1.387 2.751 1.132
H -2.183 1.474 2.062
H -3.016 2.208 0.683
H -1.785 -0.652 2.483
H -1.512 -2.208 1.671
H -3.052 -1.356 1.458
H -1.627 -3.210 -0.479
H -0.572 -2.994 -1.936
H -2.292 -2.461 -1.971
H 0.222 0.639 -3.570
H -1.251 -0.341 -3.672
H 0.305 -1.141 -3.386
H 1.852 -0.168 2.124
O 1.530 -2.965 -0.470
H 2.542 -3.266 -0.822
F 2.783 -0.014 3.236
B 4.152 0.704 3.504
F 4.837 -0.093 4.447
F 4.867 0.701 2.304
F 3.935 1.980 4.055
```

Just the Löwdin charges please, in e? Sure, here they are:
1 C -0.418
2 C -0.204
3 C -0.218
4 C -0.043
5 C -0.276
6 C -0.536
7 C -0.074
8 C -0.127
9 C -0.037
10 C -0.058
11 Tc 1.421
12 Cl -0.777
13 Cl -0.042
14 O -0.397
15 H 0.079
16 H 0.036
17 H 0.090
18 H 0.069
19 H 0.072
20 H 0.079
21 H 0.077
22 H 0.075
23 H 0.082
24 H 0.074
25 H 0.069
26 H 0.087
27 H 0.061
28 H 0.076
29 H 0.042
30 H 0.026
31 O -0.549
32 H 0.096
33 F -0.050
34 B -1.063
35 F 0.062
36 F 0.105
37 F 0.091



# 3
A structure of composition C10H17BeCl2F6N4O7S2. Source: the OMol25 dataset; level of theory: ωB97M-V with the def2-TZVPD basis set.

The net charge is +1. The HOMO energy is -13.30 eV. Its energy above the lowest of the compared OMol25 structures with the same formula, charge and spin is 19.6 kJ/mol. The multiplicity is 1. For the total energy, the calculation gives -94360.5406 eV.

The geometry in XYZ format:
```
49
C10H17BeCl2F6N4O7S2 ωB97M-V with the def2-TZVPD basis set
Be -0.102 -1.234 -0.425
F 0.656 -3.089 4.104
C 1.394 -2.262 3.389
F 2.266 -2.944 2.669
F 2.027 -1.418 4.183
S 0.277 -1.278 2.242
O 0.896 -1.468 0.916
O 0.248 0.058 2.757
N -1.132 -1.939 2.308
S -1.690 -2.887 1.186
O -1.546 -4.281 1.392
O -1.315 -2.386 -0.160
C -3.485 -2.472 1.285
F -3.654 -1.167 1.103
F -4.106 -3.133 0.317
F -3.965 -2.828 2.459
Cl 3.183 0.488 -0.982
C 4.279 0.679 0.392
Cl 3.388 0.988 1.896
H 4.932 1.523 0.204
H 4.839 -0.240 0.518
C -1.781 -1.642 -4.474
N -1.124 -1.784 -3.186
C 0.137 -1.434 -2.949
N 0.918 -1.051 -3.959
O 0.643 -1.496 -1.782
H -2.810 -1.972 -4.372
H -1.304 -2.265 -5.232
H -1.784 -0.599 -4.795
H -1.645 -2.129 -2.396
H 0.572 -0.949 -4.895
H 1.833 -0.700 -3.737
O -0.589 1.287 -2.147
C -0.656 1.258 -0.940
O -0.730 0.210 -0.177
C -0.613 2.574 -0.158
N -0.868 2.349 1.313
C 0.055 3.244 2.117
C 0.775 4.092 1.074
C 0.775 3.213 -0.173
H -1.368 3.260 -0.540
H -0.664 1.356 1.514
H -1.845 2.502 1.548
H 0.730 2.586 2.658
H -0.535 3.814 2.828
H 1.780 4.346 1.406
H 0.233 5.021 0.892
H 1.536 2.434 -0.096
H 0.938 3.763 -1.096
```

Just the Löwdin charges please, in e? Sure, here they are:
1 Be 0.027
2 F 0.176
3 C -0.664
4 F 0.175
5 F 0.162
6 S 0.708
7 O -0.247
8 O -0.274
9 N -0.259
10 S 0.727
11 O -0.193
12 O -0.242
13 C -0.684
14 F 0.156
15 F 0.168
16 F 0.182
17 Cl 0.582
18 C -0.953
19 Cl 0.566
20 H 0.032
21 H 0.035
22 C -0.040
23 N 0.068
24 C -0.511
25 N 0.244
26 O 0.027
27 H 0.097
28 H 0.096
29 H 0.098
30 H 0.134
31 H 0.113
32 H 0.123
33 O 0.116
34 C -0.521
35 O -0.018
36 C -0.140
37 N 0.112
38 C -0.083
39 C -0.138
40 C -0.115
41 H 0.171
42 H 0.117
43 H 0.187
44 H 0.106
45 H 0.133
46 H 0.123
47 H 0.123
48 H 0.064
49 H 0.138



- Which formula does entry 2 have?
  C10H17BCl2F4O2Tc